Below is a molecular structure, C15H19BBaF5O19PPd at a distorted geometry, with properties calculated with the ωB97M-V functional and the def2-TZVPD basis.

Highest occupied orbital energy (alpha / beta)   -2.52 / -7.30 eV
Multiplicity   4
Net charge   -1
Max |F|   6.993 eV Å⁻¹
Frontier orbital gap (alpha / beta)   4.100 / 8.322 eV

Positions of all 62 atoms, in Å:
Ba  -2.96850  -16.84831  -1.07087
Pd  -4.83728  -13.23247  -2.06451
P  -5.41202  -15.51143  -1.68657
F  -7.31134  -18.05971  -3.15957
F  -6.54933  -13.57976  2.10216
F  -8.48434  -18.11556  1.57352
F  -7.49446  -14.57278  -8.34049
F  -10.04701  -14.42886  -1.58258
O  -6.81223  -13.92004  -6.21561
O  -9.75173  -12.16579  -4.25552
O  -7.62833  -21.63991  2.34785
O  -6.35855  -17.24531  -6.33951
O  -11.97406  -11.77119  -4.44054
O  -8.20821  -20.67771  0.43370
O  -5.48117  -17.04074  -1.49327
O  -5.33087  -13.07172  -4.55948
O  -8.98345  -14.92350  1.63123
O  -5.27561  -12.38453  -6.77015
O  -6.83533  -19.61247  1.83626
O  -6.48005  -14.45795  -2.19647
O  -9.37709  -15.63357  3.81771
O  -4.21666  -15.20433  -2.62737
O  -6.78633  -19.07888  -5.17227
O  -11.21900  -13.32113  -2.97360
O  -7.23432  -15.46120  2.77861
O  -4.66814  -14.83496  -0.51335
O  -6.98300  -19.10708  -7.42000
C  -6.75772  -14.79751  1.67384
C  -7.85106  -15.01528  0.72905
C  -6.32050  -18.14042  -4.14856
C  -8.59112  -15.31144  2.83248
C  -7.58748  -20.70412  1.63064
C  -7.19227  -13.46543  -7.54923
C  -5.71000  -13.18111  -5.73515
C  -7.35994  -18.66067  0.97039
C  -8.97885  -12.95345  -3.23933
C  -5.85101  -12.75119  -7.93759
C  -6.69876  -18.53620  -6.37065
C  -10.02064  -13.98569  -2.86454
C  -7.78993  -19.53963  -0.24675
C  -6.27672  -16.92805  -4.90949
C  -11.02590  -12.35529  -3.90276
B  -5.11689  -11.33989  -0.96561
H  -7.10416  -16.24839  -4.70575
H  -4.92228  -11.00287  -1.97199
H  -5.37718  -10.50588  -0.33243
H  -7.77545  -15.95839  0.18783
H  -5.81227  -15.22383  1.33844
H  -5.41035  -18.46498  -3.64420
H  -5.26558  -16.52108  -4.90171
H  -7.97702  -12.71065  -7.49853
H  -8.07471  -13.32794  -3.71932
H  -6.03880  -11.95533  -8.65832
H  -8.61331  -19.10185  -0.81111
H  -6.62770  -17.86804  0.81655
H  -8.61921  -12.38430  -2.38210
H  -5.22775  -13.40849  -8.54389
H  -10.07843  -14.80920  -3.57629
H  -7.02782  -19.64313  -1.01915
H  -7.89824  -14.22847  -0.02382
H  -4.18797  -11.76515  -0.61847
H  -5.93901  -12.03825  -0.94007

Cartesian forces, eV/Å:
Ba 1.0 -0.1 0.2
Pd 0.8 1.7 0.9
P -0.4 0.4 -1.0
F 0.6 -0.4 -1.2
F 0.3 3.0 -0.2
F 0.3 -0.1 -0.3
F 0.3 1.8 1.2
F 1.1 -0.3 0.0
O 0.6 0.7 0.5
O 0.7 -1.0 2.1
O -0.1 -0.4 0.7
O -0.3 -0.8 1.4
O 2.6 -1.4 1.5
O 0.1 -0.7 0.0
O -0.9 1.4 0.1
O -1.4 -0.8 -5.0
O -0.8 -0.1 -0.8
O 1.0 0.0 2.7
O -0.3 0.5 0.1
O -1.1 -3.1 0.6
O 4.4 2.0 -5.0
O 1.3 -1.4 -3.4
O 0.7 -0.5 2.1
O -0.6 1.7 -1.1
O -0.9 -1.5 2.8
O -0.9 0.0 3.0
O 0.8 0.8 2.3
C 1.7 -2.2 -0.2
C -1.0 1.7 -1.1
C -2.1 -2.4 0.8
C -3.1 -2.5 4.0
C 0.2 -1.8 -0.1
C 2.4 -0.5 0.3
C -0.7 1.3 2.1
C 0.0 0.5 -1.1
C 0.7 0.1 -0.8
C -1.8 -1.5 -3.2
C -1.4 -0.7 -4.2
C 0.1 -0.9 0.5
C -0.3 2.6 -0.1
C 1.6 3.3 -2.5
C -4.1 2.0 -2.3
B 0.5 0.9 -0.3
H 0.4 0.1 0.4
H 0.5 1.8 -4.2
H -1.0 2.8 2.2
H -0.3 -0.2 0.4
H -0.1 0.0 0.2
H -0.2 -0.2 -0.2
H -0.4 0.9 0.9
H -0.6 -0.8 0.1
H -0.3 -0.2 -0.1
H -0.1 0.7 0.7
H -0.3 0.1 0.4
H -0.1 -0.2 -0.2
H -0.5 0.5 0.0
H 0.2 -0.6 0.4
H 0.5 -0.5 0.3
H 0.5 -0.6 0.5
H -0.3 0.0 0.1
H 3.8 -1.8 1.8
H -3.5 -3.0 0.2



Below is a molecular structure, C10H38B2InO10 at a distorted geometry, with properties calculated with the ωB97M-V functional and the def2-TZVPD basis.

Highest occupied orbital energy   -12.09 eV
Multiplicity   1
Net charge   +1
Max |F|   3.339 eV Å⁻¹
Frontier orbital gap   3.022 eV

Positions of all 61 atoms, in Å:
In  13.07705  8.30552  -3.25226
O  7.68484  8.05163  -1.65492
O  13.32918  5.70700  -1.85281
O  7.25064  6.98839  1.23453
O  8.73396  7.03812  -6.62365
O  10.72491  10.22205  -3.11000
O  11.98168  7.83389  -0.39909
O  12.38500  2.38100  -7.73306
O  9.69448  10.92499  -5.71933
O  11.80733  4.52760  -5.92522
O  7.87363  5.51972  -4.19124
C  9.34045  10.27515  -3.41038
C  7.09317  6.46209  -4.88372
C  7.39470  8.35025  0.79475
C  12.37564  6.57939  0.20823
C  9.04669  11.27639  -4.49167
C  7.41894  6.54829  -6.37986
C  11.96289  2.18412  -6.38055
C  8.22132  8.53520  -0.44045
C  12.35183  5.50630  -0.83484
C  11.06821  3.30002  -5.94596
B  14.04622  6.82640  -5.72999
B  10.61562  6.72215  -3.69693
H  6.76967  7.31053  -6.81612
H  13.54169  6.03082  -4.97168
H  9.23496  8.13831  -0.29207
H  8.65521  5.90454  -3.76119
H  7.16924  7.47632  -4.48629
H  14.96074  6.28451  -6.27267
H  11.61012  6.14443  -3.38747
H  9.05527  10.73448  -6.41081
H  7.77116  8.94666  1.62528
H  8.47546  9.60816  -0.47293
H  14.49979  7.71229  -5.07113
H  11.38412  5.42072  -1.33208
H  9.48689  12.26816  -4.33137
H  10.78599  7.90774  -3.87676
H  11.71794  8.39891  0.33441
H  10.26077  3.50160  -6.66380
H  6.35294  8.66405  0.66332
H  11.43254  5.05056  -5.20637
H  12.40337  4.48776  -0.43403
H  11.61964  6.37580  0.96797
H  8.42021  7.63848  -2.11528
H  7.98080  11.46705  -4.63476
H  14.18064  5.72498  -1.39621
H  8.96295  9.28361  -3.65551
H  8.73358  10.52396  -2.53134
H  11.00244  11.06705  -2.74142
H  9.30839  6.91862  -5.86138
H  13.37206  6.69530  0.64276
H  12.37371  1.52282  -8.16377
H  9.75029  6.66057  -2.89050
H  7.31526  5.59998  -6.91039
H  10.23119  6.19354  -4.69670
H  6.56341  6.63992  0.65883
H  13.18401  7.21000  -6.44932
H  10.57278  3.11291  -4.98876
H  12.86916  2.03122  -5.79164
H  11.36102  1.27048  -6.31348
H  6.07517  6.06386  -4.88653

Cartesian forces, eV/Å:
In -1.8 -2.5 -1.2
O -0.2 0.1 0.4
O 0.4 0.8 0.1
O 0.5 0.3 -0.3
O 0.0 0.3 -0.1
O 1.0 -0.4 0.4
O 0.4 -0.1 -0.4
O -0.3 0.1 0.2
O -0.1 -0.4 0.0
O 0.0 -0.2 0.6
O 0.2 -0.3 0.1
C -1.2 0.4 0.2
C -0.1 -0.4 -1.1
C -1.5 -0.9 0.3
C -0.5 0.4 -0.2
C 0.6 0.7 -1.4
C 0.9 0.6 0.1
C -0.1 -0.9 -0.9
C 1.5 0.8 0.3
C -0.9 -1.0 -0.3
C 0.0 1.1 -0.2
B -1.8 -1.1 0.0
B 0.5 0.0 0.7
H -0.3 -0.3 0.0
H -0.4 -1.2 -0.3
H -0.2 -0.6 0.2
H -0.5 0.0 -0.2
H -0.2 -0.1 0.4
H 1.2 -0.2 0.9
H 0.3 -0.4 0.3
H -0.1 -0.1 0.1
H 0.4 -0.1 -0.1
H -0.6 0.2 -0.4
H 1.3 2.8 0.3
H 0.0 0.7 -0.1
H -0.1 -0.1 1.0
H 0.3 1.0 -0.7
H 0.0 0.3 -0.2
H 0.1 -0.6 -0.2
H 0.2 0.7 -0.4
H 0.2 0.3 -0.1
H 0.7 0.2 0.4
H 0.3 -0.3 0.2
H -0.1 -0.2 -0.1
H -0.1 -0.4 0.2
H 0.2 -0.2 -0.2
H 0.5 -0.1 -0.4
H 0.3 0.2 0.2
H -0.2 0.1 -0.1
H -0.1 -0.2 0.0
H -0.1 -0.1 0.2
H 0.1 0.1 -0.1
H 0.1 0.1 0.9
H -0.3 -0.1 0.2
H 0.3 0.3 -0.9
H 0.1 -0.4 0.1
H -0.8 0.9 0.4
H 0.3 -0.1 0.1
H -0.2 0.4 0.5
H 0.1 0.0 0.1
H -0.1 0.4 0.5